Entry 1:
DFT (ωB97M-V with the def2-TZVPD basis set) results for a cluster of 2 separate species, C2H6O2S2 in total at a distorted geometry.

The geometry in XYZ format:
```
12
Properties=species:S:1:pos:R:3:mulliken_charge:R:1
C 1.64064 0.38135 0.49609 -0.647
S 1.80422 -1.10819 -0.56607 -0.058
S 1.74951 -2.62314 0.87242 -0.215
H 2.40806 1.08687 0.17477 0.282
H 1.91017 0.06966 1.50362 0.309
H 0.65966 0.84852 0.57693 0.169
H 0.44353 -2.78313 0.79765 0.165
O -3.46790 2.36382 -1.46938 -0.458
C -3.41644 2.45670 -0.28296 0.221
O -2.21532 2.58853 0.33721 -0.428
H -4.27192 2.32089 0.36520 0.343
H -1.60632 2.19733 -0.32365 0.315
```

## Properties
ΔE to the lowest compared entry with this formula, charge and spin	0.471	eV
net charge	0
gap between HOMO and LUMO	0.35760	Ha
lowest unoccupied orbital energy	0.4	eV
SMILES string	O=CO.CSS
HOMO	-9.4	eV

***

Entry 2:
DFT (ωB97M-V with the def2-TZVPD basis set) results for a structure of composition C2H6O2Sn at a distorted geometry.

The geometry in XYZ format:
```
11
Properties=species:S:1:pos:R:3:lowdin_spin:R:1
Sn -1.72990 -2.29380 2.33921 0.000
C 0.26026 0.37583 -1.12340 0.127
C 0.27103 0.59248 0.44048 0.043
O 0.39502 -0.56434 1.21436 0.025
O -0.95996 -0.24584 -1.52168 0.695
H 1.09516 -0.32361 -1.16620 0.025
H 0.44857 1.31586 -1.64204 0.066
H -0.42600 1.33365 0.83154 0.000
H 1.23895 1.02218 0.69856 0.010
H 1.12866 -1.08473 0.87883 0.000
H -1.72180 -0.12769 -0.94965 0.010
```

## Properties
net charge	+3
gap between HOMO and LUMO (spin up / spin down)	0.28054 / 0.23899	Ha
lowest unoccupied orbital energy (spin up / spin down)	-16.9 / -17.9	eV
multiplicity	2
<S²>	0.754
HOMO (spin up / spin down)	-24.5 / -24.4	eV

***

Entry 3:
DFT (ωB97M-V with the def2-TZVPD basis set) results for a structure of composition C2H6O3 at a distorted geometry.

The geometry in XYZ format:
```
11
Properties=species:S:1:pos:R:3:mulliken_charge:R:1
C -1.88147 0.74274 -0.14803 -0.845
C 1.50859 -0.15432 -0.02906 0.643
O 1.48775 -1.47215 0.75944 -0.514
O 1.14232 0.88586 0.36413 -0.410
O 1.71578 -0.52859 -1.30598 -0.405
H -0.67182 0.11264 0.13029 0.103
H -2.23199 1.37872 -1.09412 0.237
H -1.63877 1.35558 0.74969 0.221
H 1.65755 -1.25150 1.69717 0.323
H -2.92919 0.42405 0.14166 0.294
H 1.84125 -1.49301 -1.26519 0.353
```

## Properties
ΔE to the lowest compared entry with this formula, charge and spin	2.993	eV
net charge	0
gap between HOMO and LUMO	0.41389	Ha
lowest unoccupied orbital energy	0.4	eV
HOMO	-10.9	eV

***

Entry 4:
DFT (ωB97M-V with the def2-TZVPD basis set) results for a structure of composition C2H6O3 at a distorted geometry.

The geometry in XYZ format:
```
11
Properties=species:S:1:pos:R:3:lowdin_spin:R:1
H -0.30084 0.95125 -1.08619 0.000
O 0.55898 0.78854 -2.03069 0.040
O -0.74596 0.77865 0.08771 0.092
H 0.78121 -0.14040 -1.72119 0.003
H -0.02835 0.57464 -2.82721 0.001
C -0.08262 -0.22197 0.54120 0.079
O 0.58163 -0.93252 -0.17976 0.695
C -0.34458 -0.52264 2.01299 0.078
H -0.96696 0.14110 2.66335 0.013
H -0.78800 -1.49405 2.23820 0.000
H 0.70891 -0.64221 2.38984 -0.001
```

## Properties
ΔE to the lowest compared entry with this formula, charge and spin	1.101	eV
net charge	+1
gap between HOMO and LUMO (spin up / spin down)	0.49430 / 0.26392	Ha
lowest unoccupied orbital energy (spin up / spin down)	-4.1 / -10.3	eV
multiplicity	2
<S²>	0.755
HOMO (spin up / spin down)	-17.6 / -17.5	eV

***

Entry 5:
DFT (ωB97M-V with the def2-TZVPD basis set) results for the molecule C2H6O3S at a distorted geometry.

The geometry in XYZ format:
```
12
Properties=species:S:1:pos:R:3:mulliken_charge:R:1
C -1.40278 0.82423 -0.06215 -1.296
C -0.30858 -0.08846 -0.12848 0.626
O -0.21677 -0.83764 -1.25205 -0.544
O -0.34757 -1.01726 0.97808 -0.507
O 2.37871 -0.29779 -0.37671 -0.538
S 1.35112 0.89853 0.17043 0.053
H -1.51241 1.35944 0.80331 0.360
H -1.17659 1.42538 -0.93842 0.341
H -2.33316 0.33342 -0.09113 0.368
H 0.70280 -1.19724 -1.28440 0.395
H 0.13920 -0.61333 1.69789 0.370
H 2.72603 -0.78929 0.48363 0.371
```

## Properties
ΔE to the lowest compared entry with this formula, charge and spin	1.326	eV
net charge	0
gap between HOMO and LUMO	0.34944	Ha
lowest unoccupied orbital energy	0.2	eV
SMILES string	CC(O)(O)SO
HOMO	-9.3	eV

***

Entry 6:
DFT (ωB97M-V with the def2-TZVPD basis set) results for the molecule C2H6OP2S3 at a distorted geometry.

The geometry in XYZ format:
```
14
Properties=species:S:1:pos:R:3:mulliken_charge:R:1
C -0.70534 0.79626 0.63876 -0.669
C 1.79945 0.81816 -0.82453 -0.890
O 0.01382 -1.32967 -0.58726 -0.436
P 0.02756 0.65630 -1.04071 0.501
P -0.46135 -1.05547 0.88724 0.580
S -0.88292 1.46942 -2.55016 -0.313
S 0.71154 -1.67360 2.32415 -0.359
S -2.59078 -1.66247 0.80805 -0.312
H -0.21558 1.44919 1.39381 0.324
H -1.76079 1.05298 0.71962 0.407
H 1.97016 1.81954 -0.95452 0.365
H 2.12558 0.44820 0.10124 0.373
H 2.28348 0.18005 -1.80115 0.261
H -2.31483 -2.96890 0.88545 0.169
```

## Properties
ΔE to the lowest compared entry with this formula, charge and spin	0.564	eV
net charge	0
gap between HOMO and LUMO	0.31081	Ha
lowest unoccupied orbital energy	-0.6	eV
HOMO	-9.1	eV